[1]
C2H4ClN2PS2 | ωB97M-V/def2-TZVPD

```
12
Properties=species:S:1:pos:R:3
C -0.568 -1.490 -0.015
C -1.147 1.145 0.162
N 0.057 -1.447 -1.141
N 0.866 -1.109 -1.896
P 2.691 -0.039 0.111
S 1.551 -0.586 1.614
S -1.967 -0.463 0.256
Cl 2.219 1.965 -0.274
H -0.652 -2.399 0.678
H -1.138 1.342 -0.908
H -0.240 1.127 0.808
H -1.673 1.953 0.605
```

Computed properties:
Molar mass in g/mol: 186.6
Electronic energy in eV: -48598.96297
Multiplicity: 1
HOMO-LUMO gap in eV: 7.47
Energy relative to the best compared isomer or geometry (same formula, charge and spin) in kJ/mol: 67.8

The natural (NBO) scheme yields these atomic charges, measured in e:
1 C -0.350
2 C -0.777
3 N 0.000
4 N -0.005
5 P 0.596
6 S -0.381
7 S 0.257
8 Cl -0.339
9 H 0.277
10 H 0.226
11 H 0.255
12 H 0.240


[2]
C2H4ClN2S2 | ωB97M-V/def2-TZVPD

```
11
Properties=species:S:1:pos:R:3
C -0.554 -0.105 -0.121
C 0.363 0.105 -1.266
N -0.175 0.174 -2.433
S -0.618 0.142 -3.853
Cl -2.582 -0.221 -4.080
N 1.707 0.467 -1.092
S 2.806 0.864 -2.238
H -1.401 0.412 -0.278
H -0.223 0.066 0.811
H -0.766 -1.088 -0.022
H 2.082 0.668 -0.199
```

Computed properties:
Molar mass in g/mol: 155.7
Electronic energy in eV: -39301.80234
SMILES string: C/C(=N/SCl)[NH+]=S
Multiplicity: 1
Charge: +1
HOMO-LUMO gap (alpha / beta) in eV: 6.51 / 7.44
Energy relative to the best compared isomer or geometry (same formula, charge and spin) in kJ/mol: 142.0

The natural (NBO) scheme yields these atomic charges, measured in e:
1 C -0.664
2 C 0.482
3 N -0.719
4 S 1.035
5 Cl -0.099
6 N -0.629
7 S 0.394
8 H 0.251
9 H 0.246
10 H 0.261
11 H 0.442


[3]
C2H4ClNO | ωB97M-V/def2-TZVPD

```
9
Properties=species:S:1:pos:R:3
C -0.247 -0.578 -1.406
C 0.128 -0.421 0.752
N 0.375 0.932 0.997
O 0.607 -0.791 -2.261
Cl -0.984 2.102 0.610
H -1.364 -0.540 -1.554
H -0.683 -0.817 1.214
H 0.949 -1.044 1.036
H 1.219 1.158 0.611
```

Computed properties:
Molar mass in g/mol: 93.5
Electronic energy in eV: -18194.61414
Multiplicity: 1
HOMO-LUMO gap in eV: 8.17
Energy relative to the best compared isomer or geometry (same formula, charge and spin) in kJ/mol: 431.6

The natural (NBO) scheme yields these atomic charges, measured in e:
1 C 0.372
2 C -0.251
3 N -0.550
4 O -0.519
5 Cl 0.057
6 H 0.128
7 H 0.181
8 H 0.211
9 H 0.369


[4]
C2H4ClNO3 | ωB97M-V/def2-TZVPD

```
11
Properties=species:S:1:pos:R:3
C -0.338 -2.196 0.673
C 0.457 0.733 0.544
N 0.453 1.994 0.024
O -1.398 -2.077 0.262
O 0.710 -2.345 1.148
O 0.709 -0.284 -0.205
Cl -1.230 -0.344 -2.361
H 0.474 0.428 1.571
H 0.380 2.751 0.623
H -0.668 -0.701 -1.305
H 0.453 2.040 -0.975
```

Computed properties:
Molar mass in g/mol: 125.5
Electronic energy in eV: -22290.02770
Multiplicity: 3
<S²>: 2.01
HOMO-LUMO gap (alpha / beta) in eV: 6.58 / 7.86
Energy relative to the best compared isomer or geometry (same formula, charge and spin) in kJ/mol: 0.0

The natural (NBO) scheme yields these atomic charges, measured in e:
1 C 1.025
2 C 0.056
3 N -0.831
4 O -0.504
5 O -0.513
6 O -0.233
7 Cl -0.286
8 H 0.210
9 H 0.403
10 H 0.266
11 H 0.406


[5]
C2H4ClNO5 | ωB97M-V/def2-TZVPD

```
13
Properties=species:S:1:pos:R:3
C 2.362 -0.680 -0.283
C 1.092 -0.091 0.256
O 0.078 -0.834 -0.381
O -1.171 -0.330 0.315
O -1.435 0.856 -0.182
N -3.392 0.707 0.039
O -3.964 1.507 -0.668
O -3.707 -0.096 0.877
Cl 1.153 1.692 -0.024
H 2.352 -1.761 -0.125
H 2.400 -0.501 -1.361
H 3.237 -0.263 0.191
H 0.996 -0.208 1.347
```

Computed properties:
Molar mass in g/mol: 157.5
Electronic energy in eV: -26378.39784
Multiplicity: 1
HOMO-LUMO gap (alpha / beta) in eV: 8.24 / 9.30
Energy relative to the best compared isomer or geometry (same formula, charge and spin) in kJ/mol: 90.7

The natural (NBO) scheme yields these atomic charges, measured in e:
1 C -0.642
2 C 0.082
3 O -0.254
4 O 0.019
5 O -0.132
6 N 0.602
7 O -0.258
8 O -0.255
9 Cl -0.056
10 H 0.227
11 H 0.231
12 H 0.235
13 H 0.201


[6]
C2H4ClO | ωB97M-V/def2-TZVPD

```
8
Properties=species:S:1:pos:R:3
C -0.591 -0.054 -1.599
C -0.252 -1.395 0.371
O -0.361 -0.704 -0.586
Cl 0.583 1.341 2.523
H -0.762 -0.820 -2.408
H -0.267 0.982 -1.840
H 0.683 -1.866 0.763
H 0.967 2.516 2.776
```

Computed properties:
Molar mass in g/mol: 79.5
Electronic energy in eV: -16694.80760
Multiplicity: 1
Charge: +1
HOMO-LUMO gap (alpha / beta) in eV: 8.66 / 8.62
Energy relative to the best compared isomer or geometry (same formula, charge and spin) in kJ/mol: 410.2

The natural (NBO) scheme yields these atomic charges, measured in e:
1 C 0.119
2 C 0.397
3 O -0.268
4 Cl -0.291
5 H 0.230
6 H 0.272
7 H 0.247
8 H 0.294


Question: energy relative to the best compared isomer or geometry (same formula, charge and spin) of number 3 (C2H4ClNO)?
Answer: 431.6 kJ/mol


Question: Among the records above, which one has the lowest energy relative to the best compared isomer or geometry (same formula, charge and spin)?
Answer: C2H4ClNO3


Question: Which of these has the highest electronic energy?
Answer: C2H4ClO


Question: Which of these has the lowest energy relative to the best compared isomer or geometry (same formula, charge and spin)?
Answer: C2H4ClNO3